Record 1
Computed, not measured: a cluster of 2 separate species, C2H12N4 in total, with ωB97M-V/def2-TZVPD.

The geometry in XYZ format:
```
18
Properties=species:S:1:pos:R:3:forces:R:3
N 3.459 1.593 0.191 -0.993 -3.364 1.054
C 2.218 0.721 0.149 -0.080 1.090 0.551
N 1.072 1.499 -0.296 0.431 -0.950 -1.219
H 4.017 1.298 -0.542 1.640 -0.637 -1.638
H 3.316 2.530 0.024 -1.097 2.402 -0.345
H 2.229 -0.212 -0.524 0.667 1.496 1.022
H 2.132 0.438 1.207 -0.286 -0.553 -0.279
H 0.283 0.941 -0.564 -0.222 0.101 0.110
H 0.841 2.360 0.135 -0.087 0.378 0.734
N -1.441 -1.533 1.142 -4.280 5.098 -1.064
C -2.591 -1.016 0.310 0.562 -1.537 -1.226
N -2.391 -1.221 -1.157 1.011 1.698 0.928
H -1.404 -2.410 1.402 -0.251 -5.380 1.213
H -0.574 -1.181 0.943 2.242 1.215 -0.862
H -3.612 -1.522 0.556 2.071 0.985 0.180
H -2.634 0.077 0.389 -0.204 -0.377 0.648
H -2.837 -1.947 -1.643 -0.567 -0.720 -0.433
H -2.085 -0.416 -1.722 -0.557 -0.946 0.625
```
Forces are in eV/Å.

Output
- orbital gap (eV) = 9.73
- molecular weight (g mol⁻¹) = 92.15
- SMILES = NCN.NCN
- F_max (eV Å⁻¹) = 6.741
- lowest unoccupied orbital energy (eV) = 0.96

Record 2
Computed, not measured: a cluster of 7 separate species, C10H24N4O20S3 in total, with ωB97M-V/def2-TZVPD.

The geometry in XYZ format:
```
61
Properties=species:S:1:pos:R:3:forces:R:3
C -7.097 23.681 17.091 1.014 -0.013 -0.038
N -8.477 24.147 17.385 -1.359 -2.937 -0.584
O -8.628 25.301 17.598 -0.015 2.354 0.592
O -9.408 23.320 17.352 1.947 0.925 0.151
H -7.134 22.669 16.688 0.062 0.368 -0.011
H -6.421 23.786 17.939 -0.756 -0.560 0.847
H -6.551 24.411 16.494 -0.836 -0.137 -0.936
C -11.135 19.108 9.700 1.012 -0.469 -1.555
N -12.146 19.057 10.795 4.559 1.377 2.432
O -11.661 19.243 11.916 0.099 -0.513 -0.786
O -13.290 18.980 10.609 -3.762 -0.768 -1.723
H -10.512 18.230 9.530 -0.650 -0.824 0.930
H -10.308 19.785 9.915 -0.759 0.609 0.297
H -11.562 19.237 8.705 -0.511 0.586 0.402
C -12.715 21.374 16.901 -0.554 -0.192 -1.050
N -12.862 22.096 15.594 -0.312 -2.732 4.207
O -13.155 21.355 14.613 -0.451 -0.765 -2.126
O -12.564 23.288 15.602 0.838 3.562 -0.948
H -12.883 21.971 17.797 -0.152 0.477 -0.360
H -11.729 20.925 17.017 0.325 -0.123 -0.234
H -13.461 20.582 16.830 0.084 -0.211 0.302
C -15.727 21.517 12.099 -0.743 0.030 -0.260
N -14.767 22.599 12.200 3.257 1.430 -1.067
O -13.629 22.354 11.752 -1.468 0.189 0.507
O -15.093 23.723 12.568 -0.383 -1.214 0.023
H -15.368 20.817 11.344 0.183 -0.083 0.514
H -16.608 22.014 11.694 -0.353 -0.282 0.465
H -15.839 21.101 13.100 -0.137 -0.087 -0.234
C -6.160 20.294 11.773 0.403 -1.283 1.653
C -5.916 18.813 12.332 -0.647 2.517 0.525
O -5.726 18.045 11.216 -0.636 -0.434 -3.062
S -6.738 18.614 10.002 0.028 -2.946 -1.130
O -8.081 18.045 10.128 2.054 1.559 0.519
O -6.082 18.264 8.743 -0.675 1.610 2.250
O -6.680 20.157 10.447 -0.244 -1.206 -0.666
H -5.198 20.803 11.726 -0.267 0.185 -0.140
H -6.858 20.768 12.463 -0.018 0.417 -0.520
H -6.794 18.433 12.854 0.167 0.247 0.502
H -5.003 18.891 12.922 -0.229 -0.519 0.151
C -10.839 22.773 12.880 -1.818 -0.639 0.839
C -10.164 22.826 11.543 0.465 0.924 -0.677
O -8.752 22.709 11.830 1.378 -0.023 1.120
S -8.480 23.447 13.275 -1.796 -0.070 2.452
O -8.529 24.896 13.218 0.757 -1.669 -0.858
O -7.390 22.811 14.027 -1.751 0.832 -2.087
O -9.926 23.005 13.931 3.808 1.060 -0.455
H -11.140 21.768 13.178 -0.987 0.072 -0.796
H -11.644 23.502 12.976 -0.150 -0.402 -0.007
H -10.206 23.757 10.978 -0.634 0.303 0.363
H -10.542 22.067 10.858 0.554 -0.414 0.288
C -2.171 20.425 16.641 0.669 -1.228 0.530
C -1.739 20.440 15.197 1.391 -0.276 -0.638
O -2.449 21.476 14.660 -2.824 3.507 -0.924
S -3.874 21.813 15.454 -1.042 0.528 -1.641
O -5.011 21.280 14.657 3.121 1.767 2.210
O -3.841 23.184 16.002 -0.143 -3.301 -1.601
O -3.539 20.760 16.570 -1.100 -0.215 1.019
H -1.632 21.107 17.299 0.023 0.356 -0.347
H -2.087 19.441 17.101 -0.239 -0.018 -0.107
H -1.937 19.612 14.516 -0.097 -0.892 0.881
H -0.708 20.739 15.005 0.297 -0.343 0.599
```
Forces are in eV/Å.

Output
- orbital gap (alpha / beta) (eV) = 1.79 / 5.58
- molecular weight (g mol⁻¹) = 616.51
- charge = -1
- 2S+1 = 2
- F_max (eV Å⁻¹) = 5.347
- ⟨S²⟩ = 0.75
- lowest unoccupied orbital energy (alpha / beta) (eV) = 1.47 / 1.46

Record 3
Computed, not measured: a structure of composition C18H13N4OPdS2, with ωB97M-V/def2-TZVPD.

The geometry in XYZ format:
```
39
Properties=species:S:1:pos:R:3:forces:R:3
Pd -0.921 1.679 0.792 0.075 0.160 -0.179
O 2.152 -2.119 2.025 -0.060 -0.131 -0.035
N 2.224 -0.830 2.174 0.115 0.251 -0.007
C 2.809 -0.101 1.187 0.057 -0.032 -0.056
C 2.928 1.261 1.226 0.018 0.009 -0.003
C 2.404 1.940 2.328 0.011 -0.014 -0.018
C 1.807 1.207 3.320 0.038 0.041 -0.009
C 1.706 -0.201 3.289 -0.002 0.001 0.176
S 0.939 -1.097 4.527 0.042 -0.083 0.104
H 3.158 -0.714 0.369 -0.007 -0.005 0.003
H 3.385 1.781 0.395 0.004 -0.008 0.024
H 2.429 3.022 2.377 -0.012 -0.017 -0.011
H 1.358 1.693 4.174 -0.001 -0.017 0.016
S -1.839 -2.665 1.830 0.053 0.032 -0.006
C -1.002 -1.153 1.640 -0.103 -0.109 0.089
N -1.661 -0.211 1.044 0.021 -0.090 0.104
C -2.927 -0.655 0.674 -0.017 -0.010 -0.042
C -3.878 0.113 0.005 -0.039 0.016 0.000
C -5.095 -0.461 -0.302 0.013 0.040 -0.009
C -5.376 -1.788 0.048 0.029 -0.036 0.024
C -4.437 -2.557 0.710 -0.063 0.000 -0.024
C -3.208 -1.982 1.021 0.084 0.041 -0.002
H -0.010 -1.068 2.059 -0.168 -0.022 -0.143
H -3.618 1.135 -0.244 0.006 -0.003 0.000
H -5.845 0.123 -0.822 -0.002 0.000 0.000
H -6.339 -2.216 -0.203 -0.002 -0.008 0.002
H -4.651 -3.584 0.981 -0.004 -0.002 -0.002
N 3.625 5.259 -1.991 0.003 0.010 -0.019
C 2.704 5.140 -1.289 -0.028 0.000 0.040
C 1.594 5.037 -0.431 0.033 -0.008 -0.001
C 1.074 6.174 0.306 0.015 -0.002 -0.027
C -0.028 5.940 1.108 -0.012 -0.014 0.003
C -0.604 4.686 1.207 0.041 0.038 0.021
N -0.088 3.587 0.518 -0.101 -0.049 -0.001
C 0.956 3.795 -0.253 -0.009 0.019 0.006
H 1.539 7.147 0.227 -0.007 0.003 0.004
H -0.462 6.751 1.684 0.002 0.003 -0.003
H -1.457 4.487 1.836 0.000 -0.002 -0.003
H 1.343 2.926 -0.773 -0.020 0.001 -0.017
```
Forces are in eV/Å.

Output
- orbital gap (alpha / beta) (eV) = 3.64 / 4.99
- molecular weight (g mol⁻¹) = 471.88
- charge = -2
- 2S+1 = 2
- F_max (eV Å⁻¹) = 0.276
- ⟨S²⟩ = 0.77
- lowest unoccupied orbital energy (alpha / beta) (eV) = 4.31 / 4.31

Record 4
Computed, not measured: a cluster of 3 separate species, CH8NO2 in total, with ωB97M-V/def2-TZVPD.

The geometry in XYZ format:
```
12
Properties=species:S:1:pos:R:3:forces:R:3
C -0.525 -1.012 1.426 0.937 -1.208 -0.586
N -1.124 -0.689 0.359 -0.386 0.013 -0.777
H -0.917 -1.749 2.119 -0.586 0.495 0.185
H 0.529 -0.780 1.499 -0.115 0.588 0.248
H -0.664 -0.214 -0.457 0.231 0.105 0.564
H -2.058 -1.019 0.128 -0.065 -0.017 0.455
H -0.218 0.872 -2.497 -0.312 0.778 -0.259
H 0.513 -0.426 -2.624 0.136 -0.368 -0.023
O 0.088 0.140 -1.975 0.115 -0.406 0.191
H 1.374 2.181 0.671 -0.062 -0.884 0.031
H 1.982 0.867 0.149 0.514 -0.013 -0.359
O 1.249 1.209 0.652 -0.406 0.917 0.330
```
Forces are in eV/Å.

Output
- orbital gap (eV) = 10.74
- molecular weight (g mol⁻¹) = 66.08
- charge = +1
- F_max (eV Å⁻¹) = 1.637
- lowest unoccupied orbital energy (eV) = -4.82

Q: Which formula does entry 4 have?
A: CH8NO2

Copy entry 3 word for word.
Computed, not measured: a structure of composition C18H13N4OPdS2, with ωB97M-V/def2-TZVPD.

The geometry in XYZ format:
```
39
Properties=species:S:1:pos:R:3:forces:R:3
Pd -0.921 1.679 0.792 0.075 0.160 -0.179
O 2.152 -2.119 2.025 -0.060 -0.131 -0.035
N 2.224 -0.830 2.174 0.115 0.251 -0.007
C 2.809 -0.101 1.187 0.057 -0.032 -0.056
C 2.928 1.261 1.226 0.018 0.009 -0.003
C 2.404 1.940 2.328 0.011 -0.014 -0.018
C 1.807 1.207 3.320 0.038 0.041 -0.009
C 1.706 -0.201 3.289 -0.002 0.001 0.176
S 0.939 -1.097 4.527 0.042 -0.083 0.104
H 3.158 -0.714 0.369 -0.007 -0.005 0.003
H 3.385 1.781 0.395 0.004 -0.008 0.024
H 2.429 3.022 2.377 -0.012 -0.017 -0.011
H 1.358 1.693 4.174 -0.001 -0.017 0.016
S -1.839 -2.665 1.830 0.053 0.032 -0.006
C -1.002 -1.153 1.640 -0.103 -0.109 0.089
N -1.661 -0.211 1.044 0.021 -0.090 0.104
C -2.927 -0.655 0.674 -0.017 -0.010 -0.042
C -3.878 0.113 0.005 -0.039 0.016 0.000
C -5.095 -0.461 -0.302 0.013 0.040 -0.009
C -5.376 -1.788 0.048 0.029 -0.036 0.024
C -4.437 -2.557 0.710 -0.063 0.000 -0.024
C -3.208 -1.982 1.021 0.084 0.041 -0.002
H -0.010 -1.068 2.059 -0.168 -0.022 -0.143
H -3.618 1.135 -0.244 0.006 -0.003 0.000
H -5.845 0.123 -0.822 -0.002 0.000 0.000
H -6.339 -2.216 -0.203 -0.002 -0.008 0.002
H -4.651 -3.584 0.981 -0.004 -0.002 -0.002
N 3.625 5.259 -1.991 0.003 0.010 -0.019
C 2.704 5.140 -1.289 -0.028 0.000 0.040
C 1.594 5.037 -0.431 0.033 -0.008 -0.001
C 1.074 6.174 0.306 0.015 -0.002 -0.027
C -0.028 5.940 1.108 -0.012 -0.014 0.003
C -0.604 4.686 1.207 0.041 0.038 0.021
N -0.088 3.587 0.518 -0.101 -0.049 -0.001
C 0.956 3.795 -0.253 -0.009 0.019 0.006
H 1.539 7.147 0.227 -0.007 0.003 0.004
H -0.462 6.751 1.684 0.002 0.003 -0.003
H -1.457 4.487 1.836 0.000 -0.002 -0.003
H 1.343 2.926 -0.773 -0.020 0.001 -0.017
```
Forces are in eV/Å.

Output
- orbital gap (alpha / beta) (eV) = 3.64 / 4.99
- molecular weight (g mol⁻¹) = 471.88
- charge = -2
- 2S+1 = 2
- F_max (eV Å⁻¹) = 0.276
- ⟨S²⟩ = 0.77
- lowest unoccupied orbital energy (alpha / beta) (eV) = 4.31 / 4.31